Density functional theory data (ωB97M-V/def2-TZVPD) for one molecule with the formula C32H44BNO9.

Values from the calculation:
max |F|: 0.95 eV Å⁻¹
orbital gap: 8.51 eV
net charge: 0

CARTESIAN COORDINATES (ANGSTROEM)
1 O 1.61098 -1.70169 -3.86815
2 O -5.84684 1.41852 -2.49216
3 O 5.29312 -0.60154 -0.25327
4 O -5.07980 1.25809 2.32356
5 O -3.39709 -4.01564 -1.18504
6 O -4.18280 1.37504 -1.18126
7 O -0.08455 2.36034 -2.08822
8 O 4.47945 -2.23938 -3.44152
9 O -5.17867 -2.00864 0.99358
10 N -4.70694 1.64412 -2.45600
11 C -1.02331 -2.23045 -2.69754
12 C 6.58641 1.20401 -1.35460
13 C 2.08176 -0.38985 -1.95282
14 C 1.76742 2.73010 0.25887
15 C 1.61970 0.63220 2.68440
16 C -2.13791 0.16246 -1.71865
17 C 6.38840 -0.26829 -1.11532
18 C 1.23076 -0.12412 3.94432
19 C -4.94665 2.58212 1.85558
20 C -4.82081 0.30070 1.32377
21 C 7.74859 1.42216 -2.31381
22 C -3.19465 -3.43533 -2.45136
23 C -5.70961 3.53440 2.75046
24 C 0.96340 2.01386 2.58667
25 C -4.39260 -3.17501 0.84801
26 C 3.34537 -0.88298 -1.60800
27 C -4.78861 -1.07334 1.97190
28 C 4.06077 -0.14801 -0.66474
29 C 1.40005 0.68352 5.23019
30 C -0.76606 0.08622 -2.03451
31 C -4.61972 -3.69389 -0.55554
32 C -2.75294 1.44940 -1.22932
33 C 0.19652 1.21188 -1.85210
34 C -0.22995 -1.10181 -2.54092
35 C -2.36437 -2.18746 -2.33897
36 C 4.02306 -3.47857 -1.23171
37 C 0.57340 2.43689 1.17587
38 C 1.55339 0.78909 -1.39560
39 C 3.55072 1.01147 -0.09468
40 C 1.20921 -1.13098 -2.89195
41 C -2.91457 -0.98822 -1.86846
42 C 2.29410 1.50629 -0.43423
43 B 3.99357 -2.22475 -2.16886
44 H 0.52784 1.28368 5.46668
45 H 7.50685 1.06584 -3.31145
46 H 4.32986 -4.39625 -1.72436
47 H -2.64941 -4.16764 -3.03802
48 H 6.79017 1.71594 -0.41632
49 H 4.14046 1.52845 0.64785
50 H 5.24211 -2.81241 -3.55619
51 H -5.63183 0.30628 0.59280
52 H -0.06663 1.66112 0.75470
53 H -3.79176 -1.28678 2.35421
54 H 2.70180 0.71275 2.60241
55 H 0.22584 -0.53167 3.85511
56 H -5.48968 -1.06440 2.80502
57 H -3.33001 -2.99617 1.00419
58 H -4.69860 -3.92676 1.58002
59 H -2.42874 1.67341 -0.21801
60 H 2.27770 1.31971 5.14670
61 H 3.00557 -3.61644 -0.86294
62 H 8.62941 0.87556 -1.98009
63 H -6.57354 3.04693 3.18613
64 H -3.89990 2.87629 1.79436
65 H 1.88613 -0.99102 4.02420
66 H 5.69395 1.65621 -1.78050
67 H 7.26465 -0.66763 -0.61243
68 H 4.62352 -3.29158 -0.34483
69 H -2.48333 2.25858 -1.89641
70 H 1.59046 2.78954 3.02294
71 H 2.56287 3.09164 0.90595
72 H -4.14744 -3.22334 -2.93738
73 H -5.19346 -2.94622 -1.10108
74 H 1.29234 0.05148 1.82082
75 H -5.23546 -4.59263 -0.52853
76 H -5.08738 3.96115 3.53008
77 H 1.49509 3.47864 -0.47302
78 H 8.01964 2.46960 -2.37492
79 H -6.06667 4.36858 2.15219
80 H -3.86339 0.50522 0.83343
81 H 1.57888 0.01765 6.06882
82 H -0.03424 3.33740 1.25198
83 H 0.05542 1.98418 3.18116
84 H 6.29054 -0.80308 -2.06168
85 H -5.34246 2.64794 0.83794
86 H -3.95634 -0.93735 -1.59475
87 H -0.59254 -3.14537 -3.07467